Entry from the Open Molecules 2025 dataset: a structure of composition C22H38Hg2O30PS5 in a non-equilibrium geometry (ωB97M-V with the def2-TZVPD basis set).

Element x y z (Å)
Hg 1.048335 -3.206335 -2.065677
Hg 0.817964 2.179173 -3.145770
P 0.619674 -0.144702 -0.506973
O 0.382442 -1.477713 0.280361
O 0.369510 1.334487 -0.148508
O -0.167550 -0.395884 -1.827416
O 1.851684 -0.274674 -1.362226
C -2.024338 -5.827511 1.981412
C -2.728251 -7.063496 1.396427
O -4.067751 -7.044909 1.948086
S -4.290898 -5.904660 3.197649
O -4.855154 -6.456717 4.397013
O -4.872939 -4.720669 2.588909
O -2.640563 -5.752825 3.250797
H -2.299186 -4.975265 1.359929
H -0.957698 -6.048561 2.020381
H -2.224070 -7.985536 1.685785
H -2.788967 -7.002566 0.309826
C 4.224283 -4.270558 2.142486
C 4.858971 -2.886345 2.258771
O 6.010860 -3.109588 2.961693
S 5.786599 -4.118588 4.211033
O 5.184848 -3.435585 5.329252
O 6.960528 -4.948564 4.480040
O 4.539765 -4.944166 3.384285
H 4.514169 -4.974767 1.362644
H 3.142064 -4.169076 2.223736
H 4.328975 -2.063345 2.738235
H 5.215061 -2.648965 1.256301
C 2.837903 3.816017 3.857933
C 3.841207 3.399089 2.827448
O 5.159537 3.615788 3.342379
S 5.113458 3.297039 4.973408
O 6.173647 3.994312 5.676545
O 5.040934 1.822289 5.126734
O 3.619710 4.037465 4.975168
H 2.040050 3.102402 4.063559
H 2.347019 4.777069 3.704605
H 3.608565 3.844843 1.860347
H 3.640197 2.371222 2.525491
C -4.878948 -0.253710 -1.710528
C -4.483207 0.103116 -0.256021
O -5.601773 0.663203 0.412941
S -6.985869 -0.000292 -0.218349
O -8.050493 0.993816 -0.486018
O -7.338852 -1.101765 0.650167
O -6.253305 -0.535249 -1.610560
H -4.316379 -1.072832 -2.158479
H -4.725115 0.556150 -2.423658
H -3.668239 0.826909 -0.264112
H -4.247042 -0.867834 0.179367
C -0.365860 -1.627357 5.194431
C -1.296966 -0.498049 4.719479
O -1.177668 0.562771 5.666075
S -0.444042 0.006669 7.057685
O -1.363373 -0.625381 8.010408
O 0.516058 1.017914 7.506699
O 0.387699 -1.153700 6.235422
H 0.379379 -1.933498 4.460279
H -0.961525 -2.521991 5.375877
H -2.322487 -0.802359 4.510226
H -0.991469 -0.120121 3.743805
O 4.581362 3.256507 -2.727661
C 5.806524 2.997020 -2.987752
O 6.503574 3.529531 -3.985405
C 7.802303 2.951625 -4.106746
C 7.978685 2.068868 -2.852044
C 6.585095 1.868178 -2.339375
H 8.618484 3.660185 -4.247732
H 7.804148 2.372422 -5.030120
H 8.572306 2.679789 -2.171972
H 8.514861 1.133848 -3.014461
H 6.473419 1.872095 -1.255120
H 6.054728 0.981169 -2.685867
O -1.762136 0.642924 -6.346756
C -2.210738 -0.246623 -7.011784
O -3.471504 -0.803441 -6.895616
C -3.664569 -1.861594 -7.801732
C -2.789793 -1.495505 -8.966072
C -1.569838 -0.942945 -8.202291
H -4.641142 -2.031129 -8.255255
H -3.428359 -2.846507 -7.398903
H -3.301533 -0.765841 -9.593629
H -2.455886 -2.405963 -9.463733
H -1.012888 -0.229554 -8.809746
H -1.004679 -1.764919 -7.762902
O -2.522756 4.529922 -2.261032
C -3.536557 4.970552 -1.717021
O -4.820705 5.022475 -2.325101
C -5.818328 5.657346 -1.487152
C -4.941023 6.395457 -0.427187
C -3.652241 5.541654 -0.326722
H -6.521080 4.993256 -0.983937
H -6.458934 6.406657 -1.952166
H -5.560481 6.184997 0.444630
H -4.735573 7.434331 -0.685328
H -3.798571 4.757561 0.416168
H -2.787296 6.129616 -0.019712

Cartesian forces (eV/Å) of the 2 atoms listed first:
-0.27 0.66 0.65
-0.23 -0.43 1.21

Results
Strongest force on any atom ... 0.0880 hartree/bohr
LUMO level ... -10.2 eV
Highest occupied orbital energy ... -12.58 eV
Molecular weight ... 1375.01 g mol⁻¹
Orbital gap ... 2.421 eV
Charge ... +1

Let us look at the Mulliken charges, expressed in e, one per atom: atom 1 (Hg): 0.6362, atom 2 (Hg): 1.0325, atom 3 (P): 0.6204, atom 4 (O): -0.3845, atom 5 (O): -0.5332, atom 6 (O): -0.1743, atom 7 (O): -0.2234, atom 8 (C): -0.2797, atom 9 (C): -0.3069, atom 10 (O): -0.3573, atom 11 (S): 1.0810, atom 12 (O): -0.4836, atom 13 (O): -0.4713, atom 14 (O): -0.3273, atom 15 (H): 0.2752, atom 16 (H): 0.3073, atom 17 (H): 0.2966, atom 18 (H): 0.2667, atom 19 (C): -0.1722, atom 20 (C): -0.3073, atom 21 (O): -0.3173, atom 22 (S): 1.0670, atom 23 (O): -0.4852, atom 24 (O): -0.5078, atom 25 (O): -0.3560, atom 26 (H): 0.2983, atom 27 (H): 0.1680, atom 28 (H): 0.3664, atom 29 (H): 0.2462, atom 30 (C): -0.1441, atom 31 (C): -0.2172, atom 32 (O): -0.3460, atom 33 (S): 1.0193, atom 34 (O): -0.4852, atom 35 (O): -0.4770, atom 36 (O): -0.3371, atom 37 (H): 0.1920, atom 38 (H): 0.2553, atom 39 (H): 0.3522, atom 40 (H): 0.1897, atom 41 (C): -0.2738, atom 42 (C): -0.2663, atom 43 (O): -0.3122, atom 44 (S): 1.0598, atom 45 (O): -0.5123, atom 46 (O): -0.5071, atom 47 (O): -0.3143, atom 48 (H): 0.2678, atom 49 (H): 0.2678, atom 50 (H): 0.3052, atom 51 (H): 0.2796, atom 52 (C): -0.1703, atom 53 (C): -0.1752, atom 54 (O): -0.3336, atom 55 (S): 1.0544, atom 56 (O): -0.5261, atom 57 (O): -0.4927, atom 58 (O): -0.2919, atom 59 (H): 0.2436, atom 60 (H): 0.2491, atom 61 (H): 0.2966, atom 62 (H): 0.1455, atom 63 (O): -0.6581, atom 64 (C): 0.4653, atom 65 (O): -0.3139, atom 66 (C): -0.3916, atom 67 (C): -0.4739, atom 68 (C): -0.2376, atom 69 (H): 0.3256, atom 70 (H): 0.2420, atom 71 (H): 0.2533, atom 72 (H): 0.3241, atom 73 (H): 0.2679, atom 74 (H): 0.2188, atom 75 (O): -0.5930, atom 76 (C): 0.5095, atom 77 (O): -0.3287, atom 78 (C): -0.3929, atom 79 (C): -0.5519, atom 80 (C): -0.4310, atom 81 (H): 0.3286, atom 82 (H): 0.2758, atom 83 (H): 0.3188, atom 84 (H): 0.2993, atom 85 (H): 0.3094, atom 86 (H): 0.2623, atom 87 (O): -0.6130, atom 88 (C): 0.4939, atom 89 (O): -0.3333, atom 90 (C): -0.3475, atom 91 (C): -0.5386, atom 92 (C): -0.3737, atom 93 (H): 0.2574, atom 94 (H): 0.3004, atom 95 (H): 0.2981, atom 96 (H): 0.3313, atom 97 (H): 0.2109, atom 98 (H): 0.3166



Entry from the Open Molecules 2025 dataset: a structure of composition C22H38LaN2O5PS in a non-equilibrium geometry (ωB97M-V with the def2-TZVPD basis set).

Element x y z (Å)
La -0.100886 -0.135706 0.434914
C -1.466686 -0.984206 -2.641686
C -0.292886 -1.916906 -2.964686
O 0.590714 -1.955106 -1.861286
C 1.875814 -2.418206 -2.227986
C 2.819514 -2.308606 -1.016386
O 2.586714 -1.156606 -0.224686
C 3.390914 -0.034306 -0.518786
C 2.948614 0.733994 -1.773186
O 1.547914 0.921094 -1.715886
C 0.966614 1.184894 -2.977686
C -0.556386 1.251994 -2.785686
O -1.067586 0.202394 -1.987286
H -2.135986 -1.480306 -1.930886
H -2.014086 -0.757706 -3.565286
H 0.240614 -1.563506 -3.858586
H -0.673786 -2.923306 -3.179786
H 2.257214 -1.820006 -3.069286
H 1.828914 -3.465406 -2.560886
H 3.856914 -2.347106 -1.367986
H 2.655514 -3.159706 -0.352686
H 4.443114 -0.324806 -0.632186
H 3.291414 0.608394 0.359514
H 3.218814 0.165994 -2.674786
H 3.469514 1.704394 -1.813786
H 1.241914 0.402994 -3.703386
H 1.320714 2.147194 -3.376286
H -1.057086 1.283894 -3.761386
H -0.792286 2.165094 -2.229186
S -3.009386 1.145094 2.480414
C -2.271186 0.788794 1.040114
C -0.218486 3.357394 2.327314
P 0.857314 2.594194 1.052814
C 0.769614 3.931894 -0.210086
C 2.490614 2.963794 1.827014
H 0.117314 4.373594 2.536914
H -0.187586 2.763994 3.239714
H -1.248486 3.378094 1.975614
H 1.068314 4.881094 0.235414
H -0.262286 4.004494 -0.548686
H 1.408214 3.709294 -1.061686
H 2.502414 3.994994 2.178414
H 3.310414 2.815994 1.127414
H 2.629714 2.299294 2.677614
C -4.875786 1.228094 -1.363786
C -4.063186 1.839694 -0.229786
C -3.708386 3.304694 -0.473486
O -2.821186 1.102294 -0.125286
H -5.784686 1.803994 -1.515586
H -5.152486 0.204394 -1.119986
H -4.302586 1.220194 -2.289186
H -4.603986 1.739794 0.722914
H -3.069886 3.405294 -1.350586
H -3.178186 3.698794 0.390814
H -4.604486 3.898694 -0.627586
N -0.988786 -2.597706 4.314914
C -1.300986 -1.693706 3.360814
N -0.679386 -1.911906 2.226214
C 0.074914 -3.047506 2.436614
C 0.871514 -3.759406 1.550814
C 1.566714 -4.838906 2.048414
C 1.452014 -5.224206 3.387314
C 0.613014 -4.569406 4.266514
C -0.086886 -3.478706 3.769814
H -1.350786 -2.622906 5.255014
H -2.000386 -0.888706 3.517914
H 0.895614 -3.462806 0.514414
H 2.211014 -5.413906 1.401814
H 2.026314 -6.065706 3.738514
H 0.510614 -4.893306 5.291314

Cartesian forces (eV/Å) of the 2 atoms listed first:
1.28 -0.78 -0.77
0.11 -0.60 0.08

Results
Strongest force on any atom ... 0.0327 hartree/bohr
LUMO level (alpha / beta) ... -2.0 / -2.1 eV
Highest occupied orbital energy (alpha / beta) ... -7.00 / -9.12 eV
Molecular weight ... 612.50 g mol⁻¹
Orbital gap (alpha / beta) ... 5.046 / 6.990 eV
Charge ... +1
Multiplicity ... 2

Let us look at the Mulliken charges, expressed in e, one per atom: atom 1 (La): 1.2762, atom 2 (C): -0.9082, atom 3 (C): -0.6975, atom 4 (O): 0.0436, atom 5 (C): -0.7496, atom 6 (C): -0.7444, atom 7 (O): -0.2174, atom 8 (C): -0.7275, atom 9 (C): -0.6978, atom 10 (O): 0.1113, atom 11 (C): -0.8158, atom 12 (C): -0.4463, atom 13 (O): 0.1452, atom 14 (H): 0.2393, atom 15 (H): 0.4487, atom 16 (H): 0.3851, atom 17 (H): 0.4705, atom 18 (H): 0.4458, atom 19 (H): 0.5416, atom 20 (H): 0.4005, atom 21 (H): 0.1830, atom 22 (H): 0.4600, atom 23 (H): 0.1101, atom 24 (H): 0.4457, atom 25 (H): 0.4637, atom 26 (H): 0.2784, atom 27 (H): 0.5154, atom 28 (H): 0.4554, atom 29 (H): -0.0555, atom 30 (S): -0.3917, atom 31 (C): 0.2568, atom 32 (C): -1.1434, atom 33 (P): 0.7945, atom 34 (C): -1.2385, atom 35 (C): -1.4412, atom 36 (H): 0.4649, atom 37 (H): 0.3783, atom 38 (H): 0.1405, atom 39 (H): 0.5216, atom 40 (H): 0.1812, atom 41 (H): 0.2640, atom 42 (H): 0.4534, atom 43 (H): 0.3851, atom 44 (H): 0.3675, atom 45 (C): -1.4268, atom 46 (C): 0.3374, atom 47 (C): -1.1221, atom 48 (O): -0.4267, atom 49 (H): 0.4553, atom 50 (H): 0.3474, atom 51 (H): 0.2107, atom 52 (H): 0.4023, atom 53 (H): 0.1952, atom 54 (H): 0.1655, atom 55 (H): 0.4824, atom 56 (N): 0.0621, atom 57 (C): -0.3533, atom 58 (N): -0.1918, atom 59 (C): 0.4112, atom 60 (C): -0.1605, atom 61 (C): -0.8147, atom 62 (C): -0.4849, atom 63 (C): -1.0659, atom 64 (C): 0.2885, atom 65 (H): 0.2118, atom 66 (H): 0.2215, atom 67 (H): 0.6461, atom 68 (H): 0.4494, atom 69 (H): 0.3910, atom 70 (H): 0.4162



Entry from the Open Molecules 2025 dataset: a structure of composition C22H38MnO3P2S in a non-equilibrium geometry (ωB97M-V with the def2-TZVPD basis set).

Element x y z (Å)
P 0.291966 -2.675777 -0.675731
P 0.110606 2.447203 0.519997
C 0.732336 0.333634 -1.530777
C 0.745039 1.842835 -1.154114
H 1.734890 0.031883 -1.919411
H 0.471529 -0.310939 -0.664930
H 1.797917 2.181826 -1.150060
H 0.195736 2.422015 -1.922424
C -1.566037 2.917602 0.059346
H -2.091884 3.343220 0.917877
H -2.107191 2.038903 -0.319789
H -1.472566 3.670339 -0.735469
C 0.997096 3.856959 1.149358
H 0.660671 4.765827 0.641253
H 2.072618 3.708729 1.004680
H 0.784455 3.950255 2.219085
C -0.849992 -4.064848 -1.024660
H -0.907393 -4.738385 -0.158251
H -0.480564 -4.602893 -1.907707
H -1.843187 -3.657780 -1.256082
C 1.913493 -3.506731 -0.887493
H 2.634918 -2.774101 -1.272102
H 1.808679 -4.311704 -1.626724
H 2.249545 -3.906179 0.077321
Mn 0.028577 -0.446538 -3.251756
C 0.457373 0.894006 -4.449893
C -1.003684 0.828920 -4.129329
C -1.977745 0.124607 -5.064660
C -1.584884 -1.361141 -5.306606
C -0.711779 -1.886512 -4.178532
C 0.795844 -1.855808 -4.237808
C 1.496269 -1.233308 -5.436732
C 1.057552 0.247688 -5.694849
C 0.160370 -2.440059 1.127007
H 1.026318 1.730534 -4.017118
H -1.398635 1.647210 -3.510470
H -2.071923 0.653387 -6.027437
H -2.982593 0.155249 -4.605046
H -2.513749 -1.956599 -5.313783
H -1.123884 -1.519630 -6.297648
H -1.154115 -2.663932 -3.539172
H 1.298139 -2.703378 -3.749945
H 1.333387 -1.853838 -6.337969
H 2.587363 -1.252010 -5.256956
H 1.965021 0.824846 -5.952298
H 0.395465 0.317453 -6.577021
H 0.506636 -1.429041 1.381463
H 0.764906 -3.204288 1.633972
H -0.895870 -2.488257 1.422885
C 0.544309 1.000937 8.957774
C 0.184881 0.977334 7.503327
C -0.179726 -0.218478 6.882245
C -0.567948 -0.233005 5.539703
C -0.577667 0.961696 4.827877
C -0.201740 2.164039 5.420928
C 0.200592 2.162249 6.759467
S -1.236040 1.001656 3.143275
O -1.793923 -0.288103 2.810229
O -2.031564 2.205778 3.002813
O 0.172615 1.285833 1.507639
H -0.293235 0.670529 9.583288
H 1.388110 0.334787 9.168139
H 0.814115 2.014151 9.263256
H -0.173041 -1.141379 7.462225
H -0.867567 -1.163607 5.062518
H -0.227251 3.088153 4.854217
H 0.508052 3.085956 7.237620

Cartesian forces (eV/Å) of the 2 atoms listed first:
0.33 -2.62 1.09
-0.81 -0.34 -2.37

Results
Strongest force on any atom ... 0.1356 hartree/bohr
LUMO level (alpha / beta) ... -7.6 / -9.3 eV
Highest occupied orbital energy (alpha / beta) ... -13.33 / -13.00 eV
Molecular weight ... 499.50 g mol⁻¹
Orbital gap (alpha / beta) ... 5.727 / 3.738 eV
Charge ... +2
Multiplicity ... 4

Let us look at the Mulliken charges, expressed in e, one per atom: atom 1 (P): 1.1517, atom 2 (P): 1.1286, atom 3 (C): -0.3597, atom 4 (C): -0.6344, atom 5 (H): 0.4926, atom 6 (H): -0.4973, atom 7 (H): 0.3284, atom 8 (H): 0.3586, atom 9 (C): -1.3818, atom 10 (H): 0.4626, atom 11 (H): 0.3735, atom 12 (H): 0.5005, atom 13 (C): -1.1011, atom 14 (H): 0.4086, atom 15 (H): 0.3930, atom 16 (H): 0.2426, atom 17 (C): -1.3794, atom 18 (H): 0.4217, atom 19 (H): 0.4634, atom 20 (H): 0.4319, atom 21 (C): -1.2318, atom 22 (H): 0.3651, atom 23 (H): 0.4107, atom 24 (H): 0.4760, atom 25 (Mn): 0.0543, atom 26 (C): -0.1467, atom 27 (C): -0.2637, atom 28 (C): -1.0795, atom 29 (C): -0.9259, atom 30 (C): -0.1218, atom 31 (C): -0.0106, atom 32 (C): -1.0718, atom 33 (C): -0.9957, atom 34 (C): -1.1893, atom 35 (H): 0.6269, atom 36 (H): 0.5404, atom 37 (H): 0.3629, atom 38 (H): 0.4010, atom 39 (H): 0.4181, atom 40 (H): 0.2311, atom 41 (H): 0.4601, atom 42 (H): 0.4012, atom 43 (H): 0.3604, atom 44 (H): 0.4120, atom 45 (H): 0.3878, atom 46 (H): 0.2462, atom 47 (H): 0.2231, atom 48 (H): 0.4869, atom 49 (H): 0.3955, atom 50 (C): -1.3556, atom 51 (C): 0.8260, atom 52 (C): -0.6896, atom 53 (C): -0.4150, atom 54 (C): 0.5240, atom 55 (C): -0.5125, atom 56 (C): -0.8528, atom 57 (S): 1.4488, atom 58 (O): -0.4866, atom 59 (O): -0.5031, atom 60 (O): -0.6631, atom 61 (H): 0.3478, atom 62 (H): 0.3556, atom 63 (H): 0.3648, atom 64 (H): 0.4138, atom 65 (H): 0.4547, atom 66 (H): 0.3843, atom 67 (H): 0.3318